23
Properties=species:S:1:pos:R:3:forces:R:3:mulliken_charge:R:1 method="wB97M-V/def2-TZVPD" charge=0 energy_ev=-9558.1424 fmax_ev_per_a=5.4 smiles=Cc1ccccc1.CC e_above_lowest_kcal_mol=47.0
C 2.312 -2.008 0.848 0.21 0.80 0.31 -0.79
C 2.367 -2.157 -0.685 -3.43 -1.16 -0.46 -0.62
H 1.739 -1.082 1.132 0.85 -0.72 -0.16 0.21
H 1.821 -2.813 1.386 -0.35 -0.37 -0.41 0.27
H 3.326 -2.043 1.299 -0.47 0.67 -0.33 0.29
H 1.312 -2.652 -1.043 2.47 0.87 0.79 0.13
H 2.305 -1.196 -1.235 0.81 -0.53 0.46 0.19
H 3.155 -2.848 -0.999 -0.08 0.44 -0.20 0.35
C -2.573 0.561 1.602 -2.23 -2.38 2.61 -1.12
C -1.519 2.167 0.171 2.39 0.65 -0.19 -0.47
C -1.671 0.753 0.465 0.92 4.39 -3.01 0.74
C -0.444 2.647 -0.698 -3.11 -2.29 0.47 -0.49
C -1.009 -0.116 -0.473 -1.63 0.84 2.79 -0.47
C 0.050 1.699 -1.590 2.87 3.14 -0.10 -0.44
C -0.157 0.382 -1.458 -1.78 -2.65 0.91 -0.39
H -2.111 2.942 0.715 0.62 -0.93 -0.22 0.27
H -0.126 3.664 -0.823 -0.33 0.40 0.24 0.37
H -3.107 1.397 2.141 1.05 0.15 -1.47 0.32
H -1.976 0.183 2.522 -1.14 -0.37 -1.58 0.24
H -1.280 -1.146 -0.251 0.71 -0.30 -0.74 0.36
H 0.861 2.105 -2.246 -0.88 -0.75 0.15 0.25
H 0.243 -0.380 -2.082 0.59 -0.11 -0.75 0.54
H -3.517 -0.060 1.301 1.95 0.23 0.87 0.25

***

23
Properties=species:S:1:pos:R:3:forces:R:3:mulliken_charge:R:1 method="wB97M-V/def2-TZVPD" charge=0 energy_ev=-9558.2123 fmax_ev_per_a=5.2 smiles=Cc1ccccc1.CC e_above_lowest_kcal_mol=45.4
C 1.327 -0.418 -2.303 0.60 -2.85 -0.18 -0.64
C 0.422 -0.544 -3.525 0.06 4.04 2.68 -1.09
H 1.137 -1.365 -1.740 -0.05 0.94 0.27 0.16
H 2.433 -0.540 -2.470 -1.04 0.82 -0.32 0.35
H 1.060 0.435 -1.762 0.03 1.18 1.31 0.23
H -0.583 -0.655 -3.227 -1.12 -1.46 0.07 0.31
H 0.951 -1.090 -4.146 1.20 -3.71 -3.39 0.38
H 0.341 0.396 -4.028 0.30 1.05 -0.42 0.30
C -1.676 -1.414 0.666 -0.85 -0.77 -0.13 -1.34
C -1.277 0.912 1.349 -2.68 0.43 -2.05 -0.26
C -0.769 -0.331 1.188 1.97 -0.84 0.71 0.72
C -0.638 1.999 1.824 2.42 -0.96 2.03 -0.61
C 0.565 -0.478 1.663 -1.99 -1.19 -0.34 -0.39
C 0.611 1.843 2.459 -0.71 1.23 -0.20 -0.30
C 1.182 0.561 2.321 2.10 1.85 0.76 -0.36
H -2.285 1.120 0.949 0.31 -0.31 0.23 0.24
H -1.223 2.837 1.861 -0.85 2.46 0.19 0.46
H -2.195 -0.998 -0.272 0.07 -0.64 1.76 0.28
H -2.353 -1.721 1.578 0.74 0.60 -2.18 0.29
H 0.900 -1.512 1.603 0.82 0.42 0.09 0.38
H 1.049 2.768 3.042 -0.49 -2.32 -1.35 0.25
H 2.237 0.556 2.683 -0.96 -0.84 -0.20 0.29
H -1.217 -2.362 0.285 0.12 0.89 0.64 0.35

***

23
Properties=species:S:1:pos:R:3:forces:R:3:mulliken_charge:R:1 method="wB97M-V/def2-TZVPD" charge=0 energy_ev=-9559.4221 fmax_ev_per_a=2.5 smiles=Cc1ccccc1.CC e_above_lowest_kcal_mol=17.5
C 1.600 -0.340 -2.553 -0.29 1.16 0.26 -1.33
C -1.618 1.773 -0.743 -0.97 0.30 1.01 -0.15
C -1.917 0.940 -1.818 1.17 0.30 1.53 -0.77
C -0.338 1.989 -0.221 -0.40 -1.33 -1.26 -0.80
C -0.827 0.293 -2.383 -0.53 -0.46 -1.07 -0.20
C 0.678 1.219 -0.787 0.10 0.34 0.96 -0.16
C 0.444 0.345 -1.844 0.22 0.48 -0.56 0.74
H -2.455 2.172 -0.171 0.07 0.27 -0.27 0.29
H -2.955 0.705 -1.986 0.00 0.13 -0.69 0.36
H -0.185 2.629 0.632 0.10 0.09 0.03 0.41
H -0.953 -0.232 -3.330 -0.08 -0.34 0.30 0.25
H 1.657 1.288 -0.328 0.24 -0.06 -0.22 0.37
H 2.203 0.493 -2.930 0.34 -0.35 0.00 0.32
H 1.268 -0.892 -3.426 -0.04 -0.35 0.13 0.36
H 2.191 -0.931 -1.861 0.09 -0.20 -0.14 0.32
C 0.929 -1.600 2.888 -1.38 0.47 2.08 -0.74
C -0.602 -1.347 3.008 0.74 1.13 -1.28 -0.78
H 1.342 -1.226 3.831 0.21 -0.40 0.11 0.26
H 1.047 -2.676 2.860 0.90 0.02 -0.60 0.28
H 1.398 -0.920 2.186 -0.03 -0.77 -0.82 0.20
H -1.060 -1.504 3.974 0.22 -0.29 0.27 0.33
H -0.698 -0.283 2.760 -0.56 -0.09 0.15 0.20
H -1.150 -1.896 2.244 -0.10 -0.06 0.04 0.25

***

23
Properties=species:S:1:pos:R:3:forces:R:3:mulliken_charge:R:1 method="wB97M-V/def2-TZVPD" charge=0 energy_ev=-9559.6403 fmax_ev_per_a=2.0 smiles=Cc1ccccc1.CC e_above_lowest_kcal_mol=12.5
C -0.023 -1.858 -2.599 -0.07 -0.07 -0.16 -1.40
C -2.345 0.523 -0.795 0.30 0.55 0.17 -0.40
C -1.732 -0.193 -1.813 -0.42 -0.03 0.22 -0.40
C -1.933 0.373 0.522 -0.44 -0.55 0.19 -0.54
C -0.786 -1.161 -1.504 0.31 -0.17 0.07 0.88
C -1.067 -0.663 0.842 -0.01 -0.56 -0.01 -0.62
C -0.521 -1.449 -0.162 0.61 0.82 -0.74 -0.49
H -3.095 1.276 -1.008 0.07 -0.01 -0.19 0.35
H -2.008 0.019 -2.838 0.10 -0.09 -0.06 0.36
H -2.342 1.005 1.300 -0.05 -0.06 -0.01 0.40
H -0.815 -0.928 1.861 -0.05 0.36 0.09 0.60
H 0.933 -2.270 -2.278 -0.02 0.04 0.28 0.36
H 0.204 -1.154 -3.400 -0.14 -0.11 -0.11 0.35
H 0.321 -2.108 0.019 -0.35 -0.32 0.35 0.24
H -0.597 -2.696 -3.000 -0.02 0.10 -0.15 0.29
C 2.641 1.617 1.495 0.12 1.05 0.36 -0.90
C 1.412 1.119 2.214 -1.95 -0.10 -0.14 -0.59
H 2.701 1.360 0.439 0.11 -0.51 0.13 0.28
H 2.575 2.713 1.480 -0.08 -0.04 0.00 0.25
H 3.567 1.461 2.042 0.16 -0.60 -0.24 0.30
H 0.528 1.606 1.774 0.21 0.39 0.19 0.17
H 1.352 1.305 3.285 0.45 0.36 0.04 0.33
H 1.030 0.102 2.122 1.17 -0.44 -0.27 0.16

***

23
Properties=species:S:1:pos:R:3:forces:R:3:mulliken_charge:R:1 method="wB97M-V/def2-TZVPD" charge=0 energy_ev=-9559.9769 fmax_ev_per_a=1.4 smiles=Cc1ccccc1.CC e_above_lowest_kcal_mol=4.7
C -1.380 1.539 1.072 0.43 -0.65 0.46 -0.65
C -1.045 3.021 1.084 -1.40 0.00 -0.05 -0.91
H -1.975 1.278 1.946 -0.17 0.01 0.03 0.33
H -1.891 1.147 0.201 -0.30 0.44 -0.31 0.27
H -0.498 0.901 1.129 0.28 0.14 0.11 0.11
H -0.430 3.317 0.248 0.33 0.15 -0.09 0.30
H -0.633 3.326 2.036 0.58 -0.05 0.11 0.28
H -1.988 3.590 1.038 0.25 -0.05 -0.27 0.27
C 2.644 -1.205 0.359 0.60 0.21 0.38 -1.53
C 0.244 -1.912 0.295 -0.76 -0.39 0.36 -0.33
C 1.274 -1.154 -0.226 -0.05 0.09 -0.28 0.76
C -0.996 -1.973 -0.334 0.10 0.40 -0.21 -0.48
C -1.188 -1.280 -1.518 -0.64 0.15 -0.62 -0.46
C 1.013 -0.391 -1.359 0.25 0.14 -0.29 -0.26
C -0.213 -0.431 -2.016 0.98 -0.43 0.47 -0.53
H 0.366 -2.490 1.203 0.24 0.06 0.04 0.29
H -1.838 -2.506 0.087 0.22 -0.29 0.05 0.38
H 2.670 -1.743 1.298 -0.15 -0.19 0.21 0.37
H 3.077 -0.224 0.568 -0.20 0.13 -0.12 0.33
H -2.095 -1.426 -2.100 -0.05 0.17 0.31 0.33
H 1.832 0.188 -1.782 -0.17 0.06 0.07 0.37
H -0.302 0.132 -2.931 -0.37 0.01 -0.12 0.41
H 3.353 -1.703 -0.297 -0.01 -0.12 -0.24 0.34

***

23
Properties=species:S:1:pos:R:3:forces:R:3:mulliken_charge:R:1 method="wB97M-V/def2-TZVPD" charge=0 energy_ev=-9559.7619 fmax_ev_per_a=1.9 smiles=Cc1ccccc1.CC e_above_lowest_kcal_mol=9.7
C -2.796 0.750 -0.009 0.65 -0.78 0.04 -0.88
C -2.070 0.129 1.192 -0.86 0.37 0.52 -0.72
H -3.543 0.023 -0.327 -0.53 0.44 0.11 0.32
H -3.186 1.711 0.324 -0.42 -0.11 -0.33 0.26
H -2.199 0.895 -0.904 0.47 0.20 0.10 0.25
H -2.870 0.004 1.937 0.35 0.02 0.18 0.39
H -1.648 -0.859 1.073 0.18 -0.13 -0.51 0.18
H -1.317 0.786 1.624 0.02 -0.02 -0.06 0.21
C 1.188 -1.332 1.620 1.09 -0.43 -0.58 -1.50
C 1.019 0.789 0.261 0.96 -0.44 -0.46 -0.26
C 1.226 -0.606 0.297 -0.45 1.14 0.31 0.72
C 1.091 1.460 -0.949 -0.14 -0.01 -0.71 -0.58
C 1.346 0.778 -2.146 0.14 0.27 1.08 -0.41
C 1.519 -1.246 -0.896 0.42 -1.11 0.52 -0.37
C 1.662 -0.574 -2.082 -0.98 1.04 -1.25 -0.53
H 0.992 1.385 1.162 -0.40 -0.18 0.23 0.39
H 0.963 2.534 -1.011 -0.10 0.00 0.23 0.35
H 0.333 -1.995 1.748 -0.27 0.39 0.15 0.30
H 1.346 -0.620 2.427 -0.47 -0.13 0.20 0.31
H 1.326 1.331 -3.073 0.19 -0.10 -0.13 0.39
H 1.702 -2.319 -0.860 0.00 0.10 -0.06 0.35
H 1.862 -1.019 -3.049 0.21 -0.60 0.31 0.34
H 2.054 -2.006 1.643 -0.05 0.05 0.10 0.49

***

23
Properties=species:S:1:pos:R:3:forces:R:3:mulliken_charge:R:1 method="wB97M-V/def2-TZVPD" charge=0 energy_ev=-9559.8885 fmax_ev_per_a=1.1 smiles=Cc1ccccc1.CC e_above_lowest_kcal_mol=6.8
C 2.163 -1.461 -0.618 -0.04 -0.20 0.95 -1.48
C -0.262 -0.964 -1.041 -0.42 0.41 0.05 -0.43
C 1.055 -0.514 -0.997 0.55 -0.93 -0.23 0.98
C -1.253 -0.065 -1.392 -0.04 0.45 -0.35 -0.49
C 1.371 0.792 -1.318 -0.33 0.24 0.83 -0.45
C -0.933 1.240 -1.750 -0.53 -0.20 -0.24 -0.44
C 0.370 1.679 -1.697 0.71 0.35 0.00 -0.50
H -0.561 -1.971 -0.770 0.35 -0.05 -0.04 0.33
H -2.300 -0.321 -1.452 -0.02 -0.40 0.14 0.37
H 2.393 -1.356 0.448 -0.05 0.07 0.04 0.30
H 3.117 -1.311 -1.119 -0.18 0.13 -0.36 0.37
H 2.369 1.125 -1.046 0.03 0.12 -0.63 0.34
H -1.746 1.862 -2.104 0.17 0.25 0.12 0.38
H 0.654 2.703 -1.930 -0.25 -0.11 -0.01 0.36
H 1.848 -2.495 -0.727 0.04 -0.12 -0.23 0.37
C -1.182 0.606 3.518 0.12 0.38 0.58 -0.79
C -1.223 -0.911 3.451 -0.08 -0.53 -0.20 -0.76
H -0.580 0.950 4.367 0.03 -0.12 -0.14 0.27
H -0.784 1.095 2.627 -0.02 -0.24 -0.02 0.25
H -2.170 1.014 3.715 -0.21 0.06 -0.23 0.27
H -0.285 -1.381 3.750 0.07 0.13 -0.14 0.26
H -1.471 -1.276 2.453 0.11 0.10 -0.08 0.19
H -1.988 -1.346 4.096 0.00 0.22 0.17 0.31

***

23
Properties=species:S:1:pos:R:3:forces:R:3:mulliken_charge:R:1 method="wB97M-V/def2-TZVPD" charge=0 energy_ev=-9559.6280 fmax_ev_per_a=1.9 smiles=Cc1ccccc1.CC e_above_lowest_kcal_mol=12.8
C 2.531 0.434 -0.982 -1.05 -0.93 -0.98 -0.21
C 1.685 0.566 -2.272 -0.19 1.28 1.36 -0.94
H 3.320 -0.274 -1.236 0.69 0.62 0.38 0.35
H 2.776 1.417 -0.601 0.72 -0.13 0.10 0.27
H 1.950 -0.110 -0.248 -0.11 0.44 0.20 -0.42
H 0.979 -0.251 -2.336 0.31 -0.48 -0.73 0.30
H 2.354 0.789 -3.094 -0.26 -0.56 -0.52 0.33
H 1.037 1.444 -2.175 0.02 0.04 -0.03 0.26
C 0.569 -1.685 1.229 -0.45 0.67 -0.07 -1.28
C -1.755 -1.186 0.476 -0.30 0.63 -0.37 -0.46
C -0.545 -0.691 0.948 0.58 -0.71 -0.06 0.77
C -2.851 -0.340 0.340 0.21 0.17 -0.48 -0.48
C -2.717 1.008 0.633 0.20 -0.01 -0.16 -0.43
C -0.396 0.666 1.215 -0.54 -0.09 0.17 -0.23
C -1.491 1.501 1.062 -0.13 0.34 -0.18 -0.51
H -1.811 -2.186 0.071 -0.04 -0.26 0.37 0.25
H -3.762 -0.677 -0.137 -0.06 -0.19 0.20 0.35
H 0.307 -2.655 0.827 -0.10 -0.32 0.30 0.33
H 0.679 -1.680 2.312 0.24 -0.52 0.04 0.30
H -3.523 1.694 0.410 -0.10 0.00 0.22 0.36
H 0.545 1.069 1.562 0.10 -0.06 0.00 0.39
H -1.400 2.570 1.214 0.12 -0.03 0.12 0.35
H 1.519 -1.422 0.783 0.14 0.13 0.12 0.36

***

23
Properties=species:S:1:pos:R:3:forces:R:3:mulliken_charge:R:1 method="wB97M-V/def2-TZVPD" charge=0 energy_ev=-9559.8563 fmax_ev_per_a=1.2 smiles=Cc1ccccc1.CC e_above_lowest_kcal_mol=7.5
C -1.960 -1.072 2.427 -0.23 -0.32 -0.17 -1.02
C -1.213 0.221 2.116 -0.75 0.45 0.79 -0.43
H -1.380 -1.767 3.033 0.25 0.07 -0.06 0.30
H -2.887 -0.945 2.989 -0.05 0.32 -0.19 0.31
H -2.209 -1.582 1.495 -0.02 -0.15 0.05 0.27
H -1.632 0.764 1.272 0.17 -0.39 -0.43 0.19
H -0.156 0.021 1.989 0.12 0.23 -0.20 0.03
H -1.374 0.953 2.916 0.47 -0.24 0.26 0.35
C 2.378 0.756 0.280 0.26 0.43 0.16 -1.46
C 0.579 -1.011 -2.555 -0.27 -0.29 0.23 -0.36
C -0.591 -0.279 -2.626 -0.24 0.10 0.47 -0.42
C 1.578 -0.652 -1.657 -0.46 -0.36 0.62 -0.49
C 1.366 0.391 -0.763 0.22 0.25 -0.54 0.85
C -0.747 0.859 -1.835 -0.12 -0.25 -0.03 -0.49
C 0.224 1.181 -0.911 0.52 0.10 0.23 -0.43
H 0.625 -1.960 -3.070 0.25 0.08 -0.24 0.34
H -1.460 -0.666 -3.138 0.14 0.10 -0.48 0.35
H 2.418 -1.317 -1.497 0.19 0.11 -0.20 0.29
H -1.672 1.417 -1.891 0.01 0.13 0.02 0.38
H 1.923 0.983 1.248 -0.12 -0.12 -0.07 0.32
H 2.896 1.674 -0.017 0.04 -0.08 0.00 0.35
H 0.155 2.036 -0.243 -0.36 -0.02 -0.14 0.45
H 3.138 -0.005 0.438 -0.03 -0.15 -0.09 0.35

***

23
Properties=species:S:1:pos:R:3:forces:R:3:mulliken_charge:R:1 method="wB97M-V/def2-TZVPD" charge=0 energy_ev=-9559.5352 fmax_ev_per_a=1.5 smiles=Cc1ccccc1.CC e_above_lowest_kcal_mol=14.9
C -0.817 -2.512 2.010 0.99 -0.17 1.05 -1.02
C -1.477 -1.563 1.043 -1.04 0.15 -0.94 -0.42
H 0.209 -2.186 2.217 0.14 -0.15 -0.55 0.30
H -1.174 -2.466 3.042 -0.80 -0.01 -0.21 0.29
H -0.777 -3.568 1.752 -0.07 0.05 -0.32 0.28
H -2.169 -1.950 0.281 0.22 -0.86 0.36 0.37
H -0.765 -1.041 0.405 0.14 0.37 0.45 -0.12
H -2.158 -0.893 1.560 0.42 0.61 0.17 0.32
C -1.483 1.734 -1.191 0.59 0.21 -0.07 -1.40
C 0.618 1.698 0.228 -0.78 0.29 -0.45 -0.26
C -0.090 1.264 -0.895 0.29 0.16 -0.41 0.70
C 1.919 1.297 0.469 0.07 -1.12 0.18 -0.62
C 0.557 0.437 -1.808 1.40 0.30 -0.48 -0.34
C 2.549 0.456 -0.442 -0.10 -0.07 -0.16 -0.37
C 1.882 0.065 -1.595 0.07 0.15 0.35 -0.47
H 0.090 2.439 0.818 0.25 -0.20 0.51 0.29
H 2.400 1.426 1.428 0.07 0.70 -0.01 0.35
H -2.172 0.938 -1.083 -0.79 -0.99 0.31 0.29
H -1.574 2.023 -2.227 0.05 0.38 -0.33 0.36
H 0.250 0.255 -2.831 -0.95 -0.17 0.24 0.33
H 3.565 0.113 -0.293 -0.01 0.08 0.19 0.37
H 2.429 -0.498 -2.342 -0.17 -0.08 -0.03 0.37
H -1.812 2.532 -0.545 0.01 0.36 0.15 0.39